Computed, not measured: a cluster of 12 separate species, C43H117N7O12 in total at a distorted geometry, with wB97M-V/def2-TZVPD.

Results
Charge: 0
Gap between HOMO and LUMO, eV: 8.63
Structure (SMILES): COC[C@H](C)N.COC[C@H](C)N.COC[C@H](C)N.COC[C@H](C)N.COC[C@H](C)N.COC[C@H](C)N.COC[C@H](C)N.CC(C)O.CC(C)O.CC(C)O.CC(C)O.CC(C)O
Highest occupied orbital energy, eV: -8.341
Energy relative to the best compared isomer or geometry (same formula, charge and spin), eV: 1.3988
E_LUMO, hartree: 0.010

Each line ends with the Löwdin charge.
Element x y z (Å)
1 C 14.717 10.095 8.928  -0.07
2 C 16.002 9.556 9.476  -0.46
3 C 15.703 8.517 10.561  -0.25
4 O 15.242 9.125 11.720  -0.19
5 C 14.815 8.188 12.697  -0.09
6 N 16.699 8.840 8.410  0.05
7 H 14.119 9.269 8.432  0.11
8 H 14.934 10.919 8.251  0.07
9 H 14.122 10.461 9.718  0.06
10 H 16.512 10.415 9.929  0.11
11 H 16.586 7.864 10.770  0.12
12 H 14.946 7.841 10.165  0.12
13 H 13.972 7.577 12.333  0.10
14 H 14.553 8.701 13.628  0.08
15 H 15.629 7.567 12.989  0.07
16 H 17.661 8.669 8.575  0.05
17 H 16.506 9.371 7.536  0.09
18 C 25.515 12.581 11.517  -0.04
19 C 24.044 12.363 11.280  -0.46
20 C 23.315 13.662 11.023  -0.20
21 O 23.657 14.622 12.039  -0.20
22 C 22.735 15.697 11.972  -0.11
23 N 23.645 11.523 10.171  0.02
24 H 25.599 13.066 12.479  0.08
25 H 25.952 13.180 10.717  0.09
26 H 26.072 11.694 11.668  0.06
27 H 23.462 11.892 12.082  0.12
28 H 22.186 13.573 11.087  0.13
29 H 23.635 14.077 10.046  0.13
30 H 22.850 16.354 12.832  0.08
31 H 21.650 15.420 11.943  0.08
32 H 22.979 16.324 11.144  0.07
33 H 24.010 10.597 10.317  0.07
34 H 24.003 11.813 9.233  0.11
35 C 21.720 8.686 11.745  -0.04
36 C 20.570 9.346 10.989  -0.46
37 C 19.979 10.460 11.818  -0.19
38 O 19.406 9.971 13.029  -0.21
39 C 18.035 9.638 12.897  -0.08
40 N 20.929 9.949 9.744  0.05
41 H 22.503 9.442 11.915  0.07
42 H 22.211 7.965 11.103  0.07
43 H 21.363 8.155 12.653  0.09
44 H 19.757 8.637 10.868  0.13
45 H 19.222 10.941 11.253  0.08
46 H 20.748 11.203 12.103  0.13
47 H 17.463 10.498 12.503  0.10
48 H 17.647 9.385 13.866  0.08
49 H 17.906 8.787 12.213  0.07
50 H 21.689 10.633 9.796  0.05
51 H 21.193 9.203 9.134  0.07
52 C 10.954 15.224 14.683  -0.08
53 C 12.161 14.518 14.096  -0.41
54 C 12.287 14.775 12.602  -0.22
55 O 13.454 14.086 12.223  -0.18
56 C 13.688 14.235 10.826  -0.11
57 N 13.308 14.997 14.921  0.07
58 H 10.828 14.978 15.733  0.07
59 H 9.990 14.891 14.278  0.08
60 H 11.102 16.303 14.664  0.07
61 H 12.072 13.419 14.303  0.15
62 H 12.443 15.905 12.515  0.15
63 H 11.431 14.448 12.059  0.11
64 H 14.348 15.015 10.598  0.04
65 H 12.888 14.293 10.089  0.09
66 H 14.309 13.360 10.524  0.09
67 H 13.416 15.979 14.825  0.00
68 H 14.194 14.567 14.729  0.04
69 C 19.659 13.523 17.010  -0.04
70 C 19.732 12.883 15.619  -0.41
71 C 21.034 13.287 14.958  -0.23
72 O 21.984 12.834 15.863  -0.19
73 C 23.306 12.952 15.307  -0.07
74 N 19.508 11.443 15.766  0.07
75 H 19.655 14.582 16.842  0.06
76 H 20.536 13.240 17.637  0.09
77 H 18.760 13.110 17.488  0.07
78 H 18.856 13.295 15.070  0.12
79 H 21.100 14.396 14.926  0.12
80 H 21.196 12.905 13.925  0.12
81 H 23.623 13.969 15.304  0.08
82 H 23.358 12.490 14.296  0.08
83 H 23.992 12.379 15.932  0.09
84 H 19.494 10.933 14.859  0.07
85 H 20.097 10.968 16.378  0.06
86 C 13.512 19.046 17.059  -0.06
87 C 14.589 18.349 16.213  -0.41
88 C 15.220 17.148 16.892  -0.22
89 O 16.138 17.638 17.842  -0.20
90 C 16.939 16.628 18.441  -0.09
91 N 13.971 17.931 14.913  0.01
92 H 12.629 18.425 16.984  0.07
93 H 13.262 20.076 16.743  0.08
94 H 13.771 19.201 18.069  0.06
95 H 15.324 19.158 16.010  0.14
96 H 15.737 16.530 16.119  0.11
97 H 14.401 16.520 17.350  0.14
98 H 17.534 16.125 17.619  0.09
99 H 16.321 15.873 19.001  0.10
100 H 17.582 17.109 19.116  0.06
101 H 14.707 17.558 14.293  0.04
102 H 13.479 18.728 14.401  0.11
103 C 21.495 18.830 8.294  -0.07
104 C 20.745 20.019 8.862  -0.48
105 C 20.725 19.718 10.348  -0.25
106 O 19.867 20.686 10.891  -0.18
107 C 19.797 20.545 12.298  -0.09
108 N 21.353 21.234 8.448  0.07
109 H 21.411 18.822 7.192  0.09
110 H 21.223 17.836 8.637  0.06
111 H 22.587 18.901 8.533  0.09
112 H 19.674 20.014 8.519  0.14
113 H 21.755 19.748 10.733  0.13
114 H 20.394 18.686 10.543  0.11
115 H 19.611 19.504 12.643  0.08
116 H 19.030 21.186 12.589  0.07
117 H 20.775 20.780 12.705  0.08
118 H 22.331 21.078 8.552  0.06
119 H 21.114 22.009 9.028  0.07
120 C 15.288 12.293 16.434  -0.06
121 C 15.592 11.149 17.355  -0.51
122 C 15.152 9.854 16.748  -0.08
123 O 16.992 10.973 17.618  -0.09
124 H 15.662 13.277 16.758  0.08
125 H 14.218 12.444 16.274  0.08
126 H 15.758 12.071 15.474  0.08
127 H 15.132 11.198 18.313  0.12
128 H 15.452 8.966 17.356  0.09
129 H 15.620 9.763 15.761  0.06
130 H 14.054 9.891 16.621  0.09
131 H 17.637 11.255 16.909  0.06
132 C 20.887 18.046 15.152  -0.05
133 C 20.949 18.636 16.553  -0.49
134 C 19.813 19.611 16.759  -0.04
135 O 20.861 17.576 17.485  -0.03
136 H 20.036 17.504 14.909  0.04
137 H 21.730 17.379 14.962  0.07
138 H 21.108 18.887 14.488  0.07
139 H 21.847 19.208 16.660  0.13
140 H 19.965 20.283 17.612  0.09
141 H 18.858 19.081 16.888  0.09
142 H 19.761 20.194 15.845  0.07
143 H 21.619 17.029 17.400  0.07
144 C 15.702 19.047 10.817  -0.04
145 C 16.317 18.028 9.863  -0.49
146 C 17.744 18.326 9.453  -0.03
147 O 16.147 16.771 10.472  -0.12
148 H 15.640 20.012 10.332  0.07
149 H 16.404 19.230 11.700  0.11
150 H 14.648 18.726 11.050  0.10
151 H 15.703 17.970 8.969  0.13
152 H 18.055 19.330 9.580  0.05
153 H 18.092 17.993 8.495  0.08
154 H 18.337 17.861 10.262  0.07
155 H 16.772 16.017 10.132  0.11
156 C 16.811 14.408 12.978  -0.04
157 C 17.383 15.731 13.424  -0.45
158 C 18.782 16.072 12.714  -0.01
159 O 16.428 16.747 13.312  -0.08
160 H 17.327 13.516 13.346  0.07
161 H 16.848 14.286 11.864  0.08
162 H 15.782 14.280 13.224  0.05
163 H 17.588 15.602 14.496  0.12
164 H 19.528 15.327 12.898  0.04
165 H 19.187 16.951 13.232  0.04
166 H 18.609 16.208 11.636  0.06
167 H 16.238 16.904 12.348  0.07
168 C 19.145 14.491 7.633  -0.03
169 C 18.026 13.677 8.213  -0.45
170 C 18.462 12.524 9.054  -0.05
171 O 17.037 14.468 8.965  -0.09
172 H 19.937 14.560 8.408  0.09
173 H 18.800 15.491 7.462  0.07
174 H 19.508 13.995 6.783  0.07
175 H 17.511 13.282 7.371  0.12
176 H 18.978 12.804 9.951  0.07
177 H 19.131 11.879 8.521  0.08
178 H 17.624 12.001 9.433  0.04
179 H 16.171 14.554 8.505  0.11